{
  "formula": "C24H31BrLiN3O2P2",
  "method": "ωB97M-V/def2-TZVPD",
  "multiplicity": 1,
  "homo_ev": -8.646,
  "energy_ev": -122784.5435,
  "charge": 0,
  "gap_ev": 7.67,
  "symbols": ["Li", "Br", "C", "C", "C", "C", "C", "N", "C", "O", "O", "H", "H", "H", "C", "P", "C", "N", "C", "C", "C", "C", "C", "C", "N", "C", "P", "C", "C", "C", "C", "C", "C", "C", "C", "C", "H", "H", "H", "H", "H", "H", "H", "H", "H", "H", "H", "H", "H", "H", "H", "H", "H", "H", "H", "H", "H", "H", "H", "H", "H", "H", "H", "H"],
  "coordinates": [[0.752, -1.299, 1.675], [3.336, -2.917, -1.104], [3.907, -2.189, 0.560], [5.248, -1.887, 0.726], [5.635, -1.399, 1.965], [4.675, -1.265, 2.952], [3.350, -1.578, 2.661], [2.969, -2.011, 1.463], [2.247, -1.413, 3.735], [2.618, -1.099, 4.852], [1.082, -1.616, 3.316], [5.955, -2.024, -0.077], [6.667, -1.140, 2.147], [4.902, -0.913, 3.945], [-3.226, -1.139, 1.763], [-1.641, -1.217, 0.832], [-1.919, 0.289, -0.179], [-3.045, 0.420, -0.832], [-3.266, 1.571, -1.497], [-4.441, 1.740, -2.254], [-4.671, 2.926, -2.895], [-3.746, 3.981, -2.812], [-2.593, 3.847, -2.090], [-2.326, 2.638, -1.419], [-1.196, 2.497, -0.698], [-0.971, 1.344, -0.123], [0.565, 1.147, 0.860], [0.452, 2.716, 1.804], [1.866, 1.525, -0.452], [3.212, 1.426, 0.272], [1.765, 2.873, -1.159], [1.720, 0.383, -1.455], [-1.913, -2.614, -0.394], [-3.238, -2.576, -1.146], [-0.744, -2.527, -1.374], [-1.795, -3.897, 0.426], [-4.067, -0.932, 1.101], [-3.132, -0.340, 2.501], [-3.366, -2.081, 2.291], [-5.135, 0.916, -2.312], [-5.567, 3.062, -3.482], [-3.959, 4.906, -3.327], [-1.864, 4.640, -2.029], [-0.249, 2.570, 2.627], [0.109, 3.523, 1.159], [1.433, 2.933, 2.223], [3.361, 2.278, 0.933], [4.037, 1.410, -0.440], [3.259, 0.523, 0.880], [2.038, 3.686, -0.491], [0.761, 3.048, -1.536], [2.452, 2.887, -2.006], [1.749, -0.573, -0.934], [2.520, 0.397, -2.191], [0.769, 0.454, -1.982], [-3.384, -1.613, -1.628], [-4.075, -2.763, -0.478], [-3.241, -3.348, -1.914], [-0.782, -1.597, -1.940], [-0.771, -3.354, -2.080], [0.202, -2.573, -0.834], [-2.663, -4.031, 1.068], [-0.901, -3.866, 1.055], [-1.725, -4.761, -0.233]],
  "forces_ev_per_a": [[0.0, 0.0, -0.5], [0.1, -0.1, -0.1], [0.1, 0.0, -0.3], [-0.1, 0.0, 0.0], [-0.2, -0.1, 0.0], [-0.1, 0.0, 0.0], [0.2, 0.2, 0.6], [-0.2, 0.0, -0.3], [0.5, 0.0, -0.1], [0.3, 0.1, 0.4], [-0.6, -0.1, 0.4], [0.0, -0.1, 0.0], [0.1, 0.0, 0.0], [0.0, 0.0, 0.1], [0.3, 0.0, 0.1], [-0.6, -0.6, -0.2], [0.0, 0.1, 0.0], [-0.2, 0.0, 0.0], [0.4, 0.5, 0.0], [-0.2, 0.2, -0.2], [-0.1, -0.4, 0.0], [0.3, 0.2, 0.1], [-0.2, 0.2, -0.2], [-0.5, -0.5, -0.1], [-0.1, 0.2, 0.0], [-0.1, 0.1, 0.1], [0.7, 0.7, -0.3], [0.0, -0.3, 0.1], [0.0, 0.0, 0.1], [-0.2, -0.1, 0.1], [-0.1, -0.1, 0.0], [-0.1, 0.1, 0.2], [0.0, 0.1, 0.0], [0.1, 0.1, 0.0], [-0.1, 0.1, 0.2], [0.1, 0.2, 0.1], [0.1, -0.1, 0.0], [-0.1, -0.1, 0.0], [-0.1, 0.0, 0.1], [-0.1, -0.1, 0.0], [-0.1, 0.0, 0.0], [0.0, 0.1, 0.0], [0.1, 0.1, 0.0], [0.0, 0.1, 0.0], [0.1, 0.0, 0.1], [0.0, 0.1, 0.1], [0.0, 0.1, 0.1], [0.1, 0.0, -0.1], [0.1, -0.1, 0.0], [0.0, 0.1, 0.1], [0.1, 0.1, 0.0], [0.2, 0.0, 0.0], [0.0, -0.2, -0.1], [0.2, 0.0, -0.1], [-0.1, 0.0, -0.1], [-0.1, -0.2, 0.0], [-0.1, 0.0, 0.1], [0.0, -0.2, -0.1], [0.1, 0.1, -0.1], [0.0, -0.1, -0.1], [0.2, 0.0, -0.1], [0.0, -0.1, 0.1], [0.0, -0.2, 0.0], [0.0, -0.1, -0.1]]
}

***

{
  "formula": "C48H38N6O2PdS2",
  "method": "ωB97M-V/def2-TZVPD",
  "multiplicity": 1,
  "homo_ev": -12.504,
  "energy_ev": -88568.1343,
  "charge": 2,
  "gap_ev": 7.09,
  "symbols": ["Pd", "C", "C", "C", "C", "C", "C", "C", "S", "O", "C", "C", "C", "C", "C", "C", "C", "C", "C", "C", "C", "C", "C", "C", "C", "C", "C", "C", "C", "C", "S", "O", "C", "C", "C", "C", "C", "C", "C", "H", "H", "H", "H", "H", "H", "H", "H", "H", "H", "H", "H", "H", "H", "H", "H", "H", "H", "H", "H", "H", "H", "H", "H", "H", "H", "C", "C", "N", "C", "C", "C", "C", "C", "C", "C", "C", "C", "N", "C", "H", "H", "H", "H", "H", "H", "H", "H", "N", "C", "N", "N", "C", "N", "H", "H", "H", "H"],
  "coordinates": [[-1.901, 0.541, 1.409], [6.253, 1.233, 4.519], [4.928, 1.139, 3.817], [3.937, 0.268, 4.284], [2.707, 0.185, 3.661], [2.469, 0.994, 2.553], [3.419, 1.892, 2.084], [4.653, 1.940, 2.714], [0.962, 0.944, 1.662], [-0.204, 0.570, 2.651], [1.175, -0.570, 0.734], [0.997, -1.808, 1.399], [1.191, -2.956, 0.697], [1.517, -2.923, -0.688], [1.672, -4.118, -1.434], [1.945, -4.070, -2.770], [2.074, -2.824, -3.427], [1.945, -1.658, -2.730], [1.674, -1.680, -1.338], [1.519, -0.475, -0.586], [1.723, 0.863, -1.224], [3.028, 1.335, -1.541], [4.201, 0.590, -1.239], [5.433, 1.094, -1.532], [5.567, 2.363, -2.147], [4.461, 3.101, -2.441], [3.163, 2.611, -2.137], [2.009, 3.393, -2.398], [0.764, 2.945, -2.066], [0.644, 1.666, -1.486], [-1.024, 1.153, -1.058], [-1.916, 2.319, -1.342], [-1.256, -0.064, -2.327], [-1.363, -1.402, -1.990], [-1.552, -2.341, -2.998], [-1.647, -1.954, -4.331], [-1.886, -2.962, -5.421], [-1.533, -0.595, -4.642], [-1.336, 0.351, -3.654], [6.499, 0.303, 5.029], [6.226, 2.024, 5.271], [7.055, 1.470, 3.822], [4.141, -0.351, 5.148], [1.945, -0.484, 4.038], [3.208, 2.529, 1.232], [5.409, 2.624, 2.347], [0.706, -1.829, 2.440], [1.089, -3.916, 1.191], [1.578, -5.070, -0.924], [2.075, -4.986, -3.332], [2.281, -2.799, -4.489], [2.045, -0.706, -3.238], [4.112, -0.381, -0.767], [6.319, 0.522, -1.292], [6.552, 2.742, -2.383], [4.554, 4.073, -2.908], [2.131, 4.366, -2.859], [-0.126, 3.539, -2.227], [-1.258, -1.703, -0.951], [-1.611, -3.397, -2.757], [-1.620, -3.970, -5.102], [-1.310, -2.720, -6.313], [-2.940, -2.971, -5.708], [-1.589, -0.280, -5.677], [-1.252, 1.402, -3.906], [-5.654, 0.284, -0.536], [-4.307, 0.089, -0.213], [-3.698, 0.842, 0.685], [-4.386, 1.837, 1.299], [-5.730, 2.080, 1.055], [-6.369, 1.262, 0.107], [-6.376, 3.144, 1.783], [-5.689, 3.890, 2.675], [-4.283, 3.662, 2.905], [-3.487, 4.403, 3.796], [-2.151, 4.115, 3.904], [-1.596, 3.087, 3.128], [-2.328, 2.373, 2.293], [-3.653, 2.649, 2.199], [-6.110, -0.350, -1.283], [-3.716, -0.681, -0.688], [-7.419, 1.415, -0.113], [-7.425, 3.333, 1.595], [-6.179, 4.684, 3.223], [-3.934, 5.194, 4.386], [-1.510, 4.664, 4.578], [-0.545, 2.854, 3.180], [-2.119, -4.669, -0.061], [-1.953, -4.851, 1.258], [-1.736, -6.088, 1.713], [-1.980, -3.880, 2.157], [-2.139, -2.646, 1.782], [-2.260, -1.514, 1.567], [-2.111, -5.436, -0.710], [-2.294, -3.747, -0.420], [-1.794, -6.899, 1.123], [-1.699, -6.218, 2.710]],
  "forces_ev_per_a": [[-0.2, 0.5, 1.9], [0.0, 0.0, 0.0], [0.0, 0.0, 0.1], [0.0, 0.0, 0.0], [0.1, 0.0, -0.1], [-0.1, 0.0, 0.5], [0.1, 0.0, 0.0], [0.0, 0.0, -0.1], [-0.4, -0.3, 0.0], [0.6, -0.2, -0.9], [0.1, 0.0, 0.1], [0.0, 0.1, -0.1], [0.0, -0.1, -0.1], [0.0, -0.1, 0.1], [0.0, 0.1, 0.1], [0.0, 0.1, -0.1], [0.0, -0.1, 0.0], [0.0, 0.0, 0.1], [0.1, 0.1, -0.1], [0.1, 0.1, -0.1], [-0.1, -0.2, 0.0], [0.0, -0.1, 0.1], [-0.1, 0.0, 0.0], [0.1, 0.1, 0.0], [0.0, -0.1, 0.0], [-0.1, 0.0, 0.0], [0.0, 0.2, -0.1], [0.0, 0.0, 0.0], [0.1, -0.1, 0.1], [-0.2, 0.3, -0.2], [-0.1, 0.6, -0.3], [0.3, -0.5, 0.1], [-0.1, 0.0, -0.3], [0.0, 0.0, 0.0], [0.0, 0.0, 0.1], [0.0, 0.0, -0.1], [0.0, 0.0, 0.0], [0.0, -0.1, 0.0], [0.0, -0.1, 0.0], [0.0, 0.0, 0.0], [0.0, 0.0, 0.0], [0.0, 0.0, 0.0], [0.0, 0.0, 0.0], [0.0, 0.0, 0.0], [0.0, 0.0, 0.0], [0.0, 0.0, 0.0], [0.0, 0.0, 0.0], [0.0, 0.0, 0.0], [0.0, 0.0, 0.0], [0.0, 0.0, 0.0], [0.0, 0.0, 0.0], [0.0, 0.0, 0.0], [0.0, 0.0, 0.0], [0.0, 0.0, 0.0], [0.0, 0.0, 0.0], [0.0, 0.0, 0.0], [0.0, 0.0, 0.0], [0.0, 0.0, 0.0], [0.0, 0.0, 0.0], [0.0, 0.0, 0.0], [0.0, 0.0, 0.0], [0.0, 0.0, 0.0], [0.0, 0.0, 0.0], [0.0, 0.0, 0.0], [0.0, 0.0, 0.0], [0.1, 0.0, 0.0], [-0.1, 0.2, 0.0], [-0.6, -0.5, -0.4], [0.1, -0.1, -0.2], [-0.3, 0.1, 0.0], [0.0, 0.0, 0.0], [0.1, -0.1, -0.1], [0.2, 0.0, 0.0], [-0.2, 0.2, 0.1], [0.0, 0.1, 0.0], [0.0, 0.0, -0.1], [-0.1, 0.1, -0.1], [0.1, 0.2, 0.3], [0.2, -0.1, -0.2], [0.0, 0.0, 0.0], [0.0, 0.0, 0.0], [0.0, 0.0, 0.0], [0.0, 0.0, 0.0], [0.0, 0.0, 0.0], [0.0, 0.0, 0.0], [0.0, 0.0, 0.0], [0.0, -0.1, 0.1], [0.0, 0.0, 0.0], [0.0, -0.2, 0.0], [0.0, 0.0, 0.0], [-0.1, 0.3, -0.1], [0.2, -0.3, 0.3], [0.2, 0.0, -0.4], [0.0, 0.0, 0.0], [0.0, 0.0, 0.0], [0.0, 0.0, 0.0], [0.0, 0.0, 0.0]]
}

***

{
  "formula": "C30H59Cl10N6O10",
  "method": "ωB97M-V/def2-TZVPD",
  "multiplicity": 1,
  "homo_ev": 0.668,
  "energy_ev": -186657.7187,
  "charge": -3,
  "gap_ev": 4.65,
  "symbols": ["C", "C", "N", "C", "C", "N", "C", "C", "H", "H", "H", "H", "H", "H", "H", "H", "H", "H", "H", "C", "O", "O", "O", "C", "O", "O", "O", "Cl", "C", "C", "Cl", "H", "H", "H", "H", "Cl", "C", "C", "Cl", "H", "H", "H", "H", "Cl", "C", "C", "Cl", "H", "H", "H", "H", "Cl", "C", "C", "Cl", "H", "H", "H", "H", "Cl", "C", "C", "Cl", "H", "H", "H", "H", "C", "O", "N", "C", "C", "H", "H", "H", "H", "H", "H", "H", "C", "O", "N", "C", "C", "H", "H", "H", "H", "H", "H", "H", "C", "O", "N", "C", "C", "H", "H", "H", "H", "H", "H", "H", "C", "O", "N", "C", "C", "H", "H", "H", "H", "H", "H", "H"],
  "coordinates": [[2.462, -0.279, 0.420], [1.369, 0.614, -0.186], [0.087, 0.150, 0.287], [-0.437, 0.393, 1.550], [-1.723, -0.182, 1.600], [-1.976, -0.746, 0.407], [-0.883, -0.525, -0.440], [-3.254, -1.457, 0.185], [3.329, -0.098, -0.214], [2.103, -1.300, 0.284], [2.743, -0.043, 1.447], [1.393, 0.420, -1.259], [1.516, 1.676, 0.011], [0.154, 0.974, 2.243], [-2.450, -0.224, 2.397], [-0.638, -0.937, -1.408], [-3.568, -1.238, -0.835], [-4.047, -1.274, 0.910], [-3.100, -2.535, 0.245], [-3.473, -0.398, 3.740], [-2.357, -0.727, 4.125], [-4.482, -0.660, 4.413], [-3.615, 0.131, 2.646], [-0.452, -0.362, -3.164], [0.472, -0.005, -2.439], [-0.402, -0.335, -4.410], [-1.557, -0.699, -2.757], [-0.260, 2.134, 3.779], [-1.998, 1.938, 4.096], [-2.778, 2.143, 2.822], [-2.890, 3.866, 2.315], [-2.336, 2.530, 4.946], [-2.126, 0.940, 4.515], [-3.832, 1.875, 2.903], [-2.378, 1.629, 1.948], [2.619, 2.106, -1.268], [3.474, 2.927, -0.044], [3.799, 1.891, 1.116], [4.769, 0.566, 0.503], [2.892, 3.724, 0.420], [4.398, 3.299, -0.487], [2.934, 1.564, 1.694], [4.406, 2.377, 1.879], [-3.983, -4.273, 2.392], [-3.198, -2.662, 2.659], [-1.802, -2.946, 2.915], [-1.057, -3.350, 1.397], [-3.607, -2.411, 3.638], [-3.528, -1.950, 1.903], [-1.551, -3.839, 3.488], [-1.284, -2.122, 3.406], [4.694, -2.263, -1.495], [3.668, -2.378, 0.034], [4.433, -2.093, 1.344], [3.399, -1.878, 2.760], [3.162, -3.340, 0.118], [2.913, -1.592, 0.028], [5.082, -1.218, 1.389], [5.072, -2.934, 1.614], [-0.915, -3.217, -0.588], [0.309, -2.500, -1.762], [1.391, -3.404, -2.217], [2.516, -3.951, -0.945], [0.784, -1.588, -1.400], [-0.253, -2.182, -2.640], [1.992, -2.913, -2.982], [0.990, -4.316, -2.660], [-2.740, -2.533, -2.967], [-2.822, -1.863, -3.993], [-3.673, -2.530, -2.005], [-3.555, -3.316, -0.757], [-4.946, -1.817, -2.062], [-1.847, -3.131, -2.729], [-4.189, -4.202, -0.745], [-3.774, -2.856, 0.206], [-2.509, -3.624, -0.745], [-5.849, -2.346, -1.755], [-4.722, -0.979, -1.402], [-5.186, -1.346, -3.015], [0.825, 2.964, 1.585], [1.229, 1.862, 1.970], [1.525, 4.133, 1.739], [0.945, 5.376, 1.161], [2.834, 4.144, 2.409], [-0.003, 3.103, 0.874], [1.333, 5.443, 0.145], [1.321, 6.269, 1.661], [-0.137, 5.289, 1.066], [3.048, 3.311, 3.079], [3.624, 4.306, 1.675], [2.849, 4.944, 3.150], [2.201, -0.337, -4.617], [2.323, -0.651, -5.792], [3.124, -0.639, -3.654], [2.748, -0.614, -2.269], [4.324, -1.373, -3.923], [1.299, 0.156, -4.222], [3.546, -0.119, -1.715], [2.685, -1.675, -2.029], [1.864, -0.039, -1.993], [4.657, -1.202, -4.947], [5.042, -1.031, -3.178], [4.106, -2.425, -3.743], [-0.141, 2.224, -1.376], [0.786, 2.990, -1.206], [-1.386, 2.395, -0.875], [-2.387, 1.301, -1.074], [-1.739, 3.656, -0.203], [-0.023, 1.208, -1.785], [-2.631, 0.813, -0.130], [-2.185, 0.544, -1.832], [-3.366, 1.732, -1.285], [-0.903, 4.349, -0.104], [-2.541, 4.184, -0.719], [-2.118, 3.429, 0.794]],
  "forces_ev_per_a": [[-4.4, 3.2, -0.4], [-1.2, -2.2, 2.9], [-3.8, -1.6, 0.4], [-2.8, -2.6, -0.7], [6.8, -0.1, -1.5], [2.0, 0.0, 0.0], [1.0, -0.5, 3.9], [4.3, 7.3, 0.6], [-2.3, -1.0, 0.3], [-4.1, 2.5, 1.8], [-1.0, -0.8, -0.4], [-1.5, 1.5, 3.9], [-1.6, -2.5, 1.1], [-1.8, -2.3, -0.7], [1.7, 0.0, -1.4], [-1.8, 1.0, 1.9], [1.3, 0.4, 1.8], [0.0, 1.4, -0.7], [8.0, 6.4, 2.4], [-3.6, -1.3, 3.7], [4.0, -0.8, 2.3], [-2.6, -0.4, 2.1], [-5.5, 1.6, -2.8], [-2.8, 1.1, -6.3], [0.4, 0.4, -0.5], [1.7, 0.5, -2.4], [-2.5, 0.0, 3.6], [-1.5, 1.3, 3.2], [-0.6, 0.5, 0.6], [-0.8, 0.5, 0.4], [-1.0, 2.5, 2.7], [0.2, 0.9, -0.4], [0.3, -0.2, -0.7], [0.5, 0.5, 0.3], [0.1, 0.7, 0.4], [9.9, 1.5, -5.0], [1.0, -1.1, 1.2], [1.1, 1.9, -0.2], [5.0, 3.2, 0.4], [0.1, -0.5, -1.4], [0.2, 0.1, 0.3], [0.3, 0.0, -0.8], [0.4, -0.1, -0.3], [-0.8, -0.7, -0.6], [-1.6, -1.2, 2.8], [2.3, -1.0, 1.1], [0.2, -0.4, 8.0], [-0.4, 0.1, -0.4], [0.8, -1.2, 1.7], [-1.0, 0.0, 0.7], [-0.2, 0.1, -0.6], [1.6, -1.8, 4.0], [5.9, 0.9, 3.7], [2.2, -0.6, -0.3], [-0.6, -0.5, 0.8], [3.6, 3.1, 4.5], [3.6, -3.3, -2.2], [-0.2, -0.9, -0.1], [-0.1, -0.3, -0.2], [7.1, 0.7, -10.0], [0.8, -1.5, -0.5], [-1.1, -2.1, -1.5], [-6.7, -6.7, -7.3], [-0.4, -1.0, 0.6], [0.2, -0.7, 0.1], [0.0, -0.1, 0.0], [-0.2, 0.0, -0.2], [0.2, 0.9, -3.0], [-2.0, -3.1, -0.3], [-3.0, -2.0, 1.9], [-3.8, -7.5, -5.1], [0.5, 1.1, -1.1], [-0.6, -0.2, -0.2], [-0.3, -0.9, -1.0], [-7.9, -5.7, -2.2], [-2.5, -0.8, 0.1], [0.4, -0.5, 0.4], [-1.8, 0.4, -0.2], [0.6, -0.4, -0.3], [1.6, 0.2, -0.6], [3.4, 4.8, -0.2], [-0.6, -0.3, 1.2], [1.3, -1.0, -0.5], [-1.0, 1.5, 1.2], [0.0, -0.4, 1.0], [-0.1, 0.1, -0.3], [-0.4, -0.2, 0.5], [0.3, 0.3, 0.7], [-0.5, -0.5, -0.8], [0.2, 0.2, 0.7], [-0.1, 0.6, -0.2], [0.3, 0.1, 0.2], [0.6, 0.0, -0.5], [-0.7, 0.9, -0.8], [2.1, 0.2, -0.3], [-0.3, 0.4, -0.9], [0.6, 0.0, -0.6], [0.3, -0.6, -0.7], [-0.4, 1.1, 0.8], [3.1, -2.4, -3.3], [-0.1, 0.0, 0.0], [0.4, 0.1, -0.8], [0.5, -0.3, -0.5], [-3.1, -0.5, 0.6], [-4.3, 5.0, -0.2], [0.1, 0.4, -0.9], [-1.8, 2.7, 1.2], [-0.4, -1.3, -0.8], [-0.2, 1.2, -0.6], [0.2, 1.3, -0.5], [0.5, 0.5, -0.2], [-0.1, 0.8, -0.7], [-0.1, -0.5, -0.6], [-0.2, 0.0, -0.3], [0.8, -0.1, -1.7]]
}

***

{
  "formula": "C4H7MoO3Te4",
  "method": "ωB97M-V/def2-TZVPD",
  "multiplicity": 3,
  "homo_ev": [-10.116, -10.225],
  "energy_ev": -41422.1066,
  "charge": 1,
  "gap_ev": [4.12, 4.23],
  "symbols": ["Mo", "C", "C", "C", "O", "C", "O", "O", "H", "H", "H", "H", "H", "H", "H", "Te", "Te", "Te", "Te"],
  "coordinates": [[-0.167, -1.381, 2.111], [-0.694, 0.302, 0.007], [-0.699, 0.474, -1.426], [-0.866, 1.792, -1.779], [-0.795, -0.574, -2.228], [2.669, 1.045, -0.652], [2.361, 1.212, -1.778], [2.929, 0.906, 0.500], [0.185, 0.594, 0.676], [-0.833, -0.842, 0.335], [-1.595, 0.624, 0.425], [-1.310, 1.881, -2.772], [0.108, 2.250, -2.022], [-1.272, 2.320, -0.924], [-0.544, -1.315, -1.602], [1.806, -2.825, 0.823], [1.932, -2.550, 3.492], [-1.052, -1.116, 4.507], [-2.162, -2.798, 2.307]],
  "forces_ev_per_a": [[3.0, -0.4, 0.6], [2.1, -4.0, 3.1], [-0.4, -3.6, -0.1], [0.2, 2.5, -2.6], [1.3, 1.6, 2.6], [0.4, 0.0, 1.7], [0.4, -0.4, 1.7], [-0.7, 0.4, -3.3], [-0.8, 0.6, -1.3], [0.1, 0.9, -1.5], [-1.4, 1.5, 0.5], [-0.7, 0.3, 0.2], [0.3, -0.2, 0.4], [-0.3, 0.5, -0.4], [-0.4, -0.1, -1.2], [-0.2, 0.2, -0.3], [-0.8, 0.5, -0.8], [-0.8, -0.2, -0.1], [-1.0, -0.3, 0.7]]
}